Entry 1:
74
Properties=species:S:1:pos:R:3:forces:R:3:mulliken_charge:R:1 method="wB97M-V/def2-TZVPD" total_charge=+2 spin_multiplicity=5 energy_ha=-2830.88658
Pt -2.5545 2.9673 -0.3143 0.8 -0.1 0.2 0.608
C -1.9708 3.9045 1.6457 1.5 -0.1 0.1 -0.635
C -0.8456 3.3532 0.9976 -0.1 0.8 0.8 -0.930
C -0.2251 2.0349 1.4139 0.5 0.3 0.1 -0.592
C -0.8649 0.7522 0.8142 0.4 0.1 -0.3 0.064
C -2.2527 0.9139 0.2545 -1.5 -1.0 1.2 -1.094
C -3.3449 1.3890 1.0501 0.8 -0.8 -0.9 -0.661
C -3.1910 1.7743 2.4919 -0.2 0.2 0.8 -0.861
C -2.7232 3.2290 2.7538 -0.8 0.4 0.0 -0.904
C -3.6537 4.5621 -0.8248 -1.9 1.3 -0.1 -0.646
H -2.1278 4.9914 1.5842 0.0 -0.6 -0.2 0.877
H -0.2069 4.0564 0.4421 -0.3 -0.4 0.2 0.642
H -0.1997 1.9633 2.5138 -0.2 0.1 -0.3 0.384
H 0.8409 2.0875 1.1328 -0.6 0.1 -0.1 0.758
H -0.2174 0.3603 0.0061 -0.3 0.2 0.4 -0.048
H -0.8843 -0.0060 1.6152 -0.1 0.0 -0.4 0.481
H -2.5158 0.2333 -0.5610 0.1 0.5 0.0 0.890
H -4.3576 1.1157 0.7281 0.4 0.3 -0.1 0.498
H -2.5274 1.0757 3.0283 -0.1 0.1 -0.5 0.356
H -4.1727 1.6899 2.9844 0.4 -0.1 -0.2 0.506
H -3.6185 3.8492 2.9198 0.4 -0.4 0.0 0.317
H -2.1620 3.2875 3.7017 0.0 0.0 -0.4 0.453
H -3.5545 5.3363 -0.0402 0.0 -0.5 -0.4 -0.027
H -4.6919 4.1989 -0.8356 0.2 0.3 -0.2 0.337
H -3.3503 4.9394 -1.8086 0.1 -0.2 0.0 0.407
P 0.1317 -2.2719 -1.7884 -0.6 -2.5 1.1 -0.040
P 2.8199 -0.4731 -0.4684 2.5 -0.7 2.1 -0.183
N -1.0482 -3.4400 -1.1749 -0.2 0.9 0.2 0.491
N 0.3143 -3.0897 -3.3534 0.4 0.7 -1.6 0.291
N 2.8095 -0.9429 1.2498 -1.4 0.2 0.0 0.340
N 4.5402 -0.0116 -0.4410 -0.3 0.3 -0.9 0.294
C 1.6073 -3.0297 -0.9430 0.1 0.5 0.0 -0.631
C 2.9016 -2.2097 -1.1399 0.1 0.1 -0.3 -1.240
C -2.3263 -3.0325 -0.7724 0.0 -1.1 0.1 -0.114
C -3.0500 -4.1520 -0.3853 0.8 0.5 -0.3 -0.662
C -2.1977 -5.2944 -0.5524 0.8 1.0 -0.4 -0.791
C -0.9744 -4.8269 -1.0224 -0.8 0.0 0.2 -0.113
C 0.1343 -2.3793 -4.5494 0.2 -1.0 2.2 -0.129
C 0.3909 -3.2287 -5.6180 0.8 -2.7 -0.2 -0.587
C 0.7681 -4.5023 -5.0751 -0.6 2.0 -1.7 -0.660
C 0.7162 -4.3864 -3.6878 -0.4 1.5 0.7 0.214
C 1.8791 -0.3060 2.0723 0.5 -0.7 0.5 0.306
C 1.8712 -0.8946 3.3192 0.2 0.2 -0.8 -0.597
C 2.8291 -1.9566 3.2808 0.0 0.3 -1.2 -1.099
C 3.3585 -1.9878 1.9933 -0.4 0.1 0.6 -0.222
C 5.6419 -0.5526 0.2350 0.5 0.2 -0.6 -0.177
C 6.8128 -0.0435 -0.3171 -1.4 -0.2 0.1 -0.598
C 6.4296 0.8572 -1.3645 -1.0 -0.3 0.2 -0.588
C 5.0440 0.8666 -1.4164 0.8 -0.4 0.3 -0.382
H 1.7508 -4.0652 -1.2992 0.0 0.5 0.3 0.435
H 1.3288 -3.0722 0.1247 0.1 0.0 -0.3 0.505
H 3.7513 -2.7185 -0.6582 -0.2 0.1 -0.4 0.527
H 3.1101 -2.0908 -2.2195 0.2 -0.2 0.3 0.502
H -2.5743 -1.9806 -0.7887 -0.1 -0.2 0.0 0.172
H -4.0643 -4.1498 -0.0149 0.1 0.0 -0.1 0.434
H -2.4363 -6.3286 -0.3473 0.0 0.2 0.0 0.454
H -0.0577 -5.3609 -1.2252 -0.2 0.0 0.2 0.360
H -0.1437 -1.3375 -4.5054 0.0 0.0 -0.1 0.449
H 0.3172 -2.9764 -6.6638 0.0 0.0 0.0 0.457
H 1.0444 -5.3891 -5.6246 0.0 0.1 0.0 0.472
H 0.9482 -5.1081 -2.9213 0.0 0.0 -0.2 0.293
H 1.3228 0.5165 1.6771 0.3 -0.1 0.2 -0.344
H 1.2514 -0.5856 4.1502 0.2 -0.1 0.0 0.444
H 3.0932 -2.6031 4.1036 0.0 0.0 -0.2 0.476
H 4.0793 -2.6635 1.5536 -0.1 0.1 0.2 0.518
H 5.5016 -1.2180 1.0722 0.1 0.1 -0.2 0.350
H 7.8220 -0.2996 -0.0184 -0.2 0.1 0.1 0.441
H 7.0984 1.4167 -2.0024 -0.1 0.0 0.1 0.425
H 4.3519 1.4242 -2.0281 0.1 0.0 -0.1 0.378
O -4.3500 7.8000 1.1008 -1.0 0.2 1.5 -0.392
Cl -4.7093 7.1770 2.3806 1.6 -2.8 0.0 1.592
O -4.1847 7.9631 3.4975 -1.1 -0.3 -1.5 -0.368
O -6.1655 7.0409 2.4828 1.2 1.1 -0.1 -0.344
O -4.1170 5.8379 2.3999 -0.9 2.0 0.1 -0.543

***

Entry 2:
73
Properties=species:S:1:pos:R:3:forces:R:3:mulliken_charge:R:1 method="wB97M-V/def2-TZVPD" energy_ha=-2650.72583
Os 0.9787 0.6099 1.2124 1.9 -0.2 -0.7 1.279
N 2.9733 0.1686 2.3118 -0.6 -0.1 0.0 -0.633
C 3.9968 -0.1637 1.3231 0.0 0.1 0.0 -0.691
C 3.9632 0.9611 0.3023 0.0 -0.3 0.0 -0.694
N 2.5793 1.1223 -0.1791 -0.4 1.2 -0.3 -0.500
H 3.1587 1.0792 2.7276 0.0 0.0 0.1 0.264
H 2.8711 -0.4983 3.0693 0.1 -0.2 -0.1 0.286
H 3.7288 -1.1140 0.8575 0.0 0.0 0.0 0.361
H 5.0015 -0.2629 1.7415 0.0 0.0 0.1 0.376
H 4.6424 0.7632 -0.5270 0.0 0.0 0.0 0.381
H 4.2669 1.9006 0.7657 0.0 0.0 0.1 0.363
H 2.4377 0.6740 -1.0793 0.0 -0.1 0.0 0.115
H 2.3679 2.1225 -0.3076 0.3 -0.3 -0.1 0.310
S 0.7949 2.2904 2.7589 0.6 0.4 0.0 -0.577
C 0.7981 1.4278 4.2828 -0.3 0.0 0.2 0.855
C 1.0803 2.1023 5.4709 0.0 -0.1 -0.1 -1.051
C 1.0692 1.4322 6.6834 0.0 -0.1 0.1 0.499
C 1.4240 2.1384 7.8794 0.0 0.0 0.0 -0.134
N 1.7247 2.7116 8.8286 0.0 0.1 0.1 -0.535
C 0.7399 0.0649 6.7262 0.0 0.1 -0.1 0.452
C 0.4317 -0.6005 5.5499 0.0 0.0 0.1 -1.002
C 0.4720 0.0655 4.3284 0.0 -0.1 -0.2 0.342
S 0.1301 -0.7820 2.8351 -0.9 -0.2 0.5 -0.344
C 0.7286 -0.6537 7.9651 0.0 0.0 0.1 -0.150
N 0.7270 -1.2508 8.9467 0.0 0.0 0.0 -0.529
H 1.3239 3.1566 5.4437 0.0 0.0 0.0 0.518
H 0.1661 -1.6492 5.5846 0.0 0.0 0.0 0.509
O -1.4969 0.0320 -1.2271 0.2 1.4 0.2 -0.110
C -1.0203 1.2737 -1.1125 1.5 -1.1 1.8 -0.506
N -0.0950 1.6613 -0.1936 -2.0 -2.3 -0.1 -0.031
C 0.1644 3.0321 -0.3962 1.8 1.0 1.1 0.523
O 1.1058 3.6191 0.1530 -1.7 -0.8 -1.2 -0.602
C -0.7431 3.4932 -1.4290 -1.0 0.5 -1.1 -0.513
C -0.9162 4.7462 -2.0052 0.2 -0.5 0.4 -0.507
C -1.8506 4.8649 -3.0175 -0.5 -0.3 -0.4 -0.581
C -2.5931 3.7490 -3.4536 0.2 0.8 0.0 -0.653
C -2.4198 2.4989 -2.9017 0.4 -0.4 0.6 -0.271
C -1.4742 2.3689 -1.8748 -0.3 1.8 -1.0 1.234
H -0.3379 5.5942 -1.6633 0.0 0.0 0.0 0.536
H -2.0163 5.8266 -3.4847 0.0 0.0 0.0 0.414
H -3.3162 3.8801 -4.2488 0.0 0.0 0.0 0.426
H -3.0007 1.6527 -3.2444 0.0 0.0 0.0 0.429
C 0.7654 -1.7311 -0.7002 0.0 0.2 -0.1 -0.491
Si -0.8582 -1.4641 -1.6248 0.3 -0.5 0.1 0.302
C -2.1658 -2.6390 -0.9418 0.0 0.0 0.0 1.984
C -3.5738 -2.2549 -1.4122 0.0 0.0 0.0 -1.722
C -1.8837 -4.0953 -1.3261 0.0 0.0 0.0 -1.927
C -2.1156 -2.5092 0.5896 0.0 0.0 0.0 -1.918
C -0.4799 -1.4497 -3.4810 0.0 0.0 0.1 2.184
C 0.4260 -0.2432 -3.7738 0.0 0.0 0.0 -1.656
C -1.7515 -1.3247 -4.3242 0.0 0.0 0.0 -1.664
C 0.2666 -2.7283 -3.8874 0.0 0.0 0.0 -1.804
H 0.8709 -2.7769 -0.4022 0.0 0.0 0.0 0.372
H 0.7412 -1.1882 0.2647 -0.1 -0.2 0.2 -0.624
H 1.6641 -1.4505 -1.2498 0.0 0.0 -0.1 0.469
H -3.7057 -2.3875 -2.4868 0.0 0.0 0.0 0.313
H -3.8130 -1.2192 -1.1668 0.0 0.0 0.0 0.291
H -4.3063 -2.8946 -0.9101 0.0 0.0 0.0 0.492
H -1.9757 -4.2623 -2.4009 0.0 0.0 0.0 0.335
H -2.6089 -4.7498 -0.8324 0.0 0.0 0.0 0.493
H -0.8876 -4.4241 -1.0174 0.0 0.0 0.0 0.289
H -2.1888 -1.4725 0.9239 0.0 0.0 0.0 0.312
H -1.1974 -2.9265 1.0096 0.0 0.0 0.0 0.299
H -2.9538 -3.0602 1.0267 0.0 0.0 0.0 0.570
H -0.0198 0.7025 -3.4596 0.0 0.0 0.0 0.298
H 0.6082 -0.1742 -4.8509 0.0 0.0 0.0 0.567
H 1.4041 -0.3418 -3.2924 0.0 0.0 0.0 0.272
H -2.3441 -0.4511 -4.0465 0.0 0.0 0.0 0.155
H -2.3881 -2.2063 -4.2303 0.0 0.0 0.0 0.329
H -1.4851 -1.2239 -5.3810 0.0 0.0 0.0 0.500
H 1.2066 -2.8458 -3.3418 0.0 0.0 0.0 0.300
H 0.5110 -2.6886 -4.9538 0.0 0.0 0.0 0.521
H -0.3275 -3.6278 -3.7226 0.0 0.0 0.0 0.301

***

Entry 3:
85
Properties=species:S:1:pos:R:3:forces:R:3:mulliken_charge:R:1 method="wB97M-V/def2-TZVPD" total_charge=+1 spin_multiplicity=4 energy_ha=-3347.05136
V -0.4219 0.0583 -0.2612 -1.8 0.5 -0.4 0.439
C -0.5871 1.8829 4.3852 0.0 0.0 0.0 -1.572
C 0.4154 2.2612 3.3541 -0.1 -0.2 0.2 0.826
C 1.0462 3.5448 3.2131 0.1 -0.4 -0.4 -1.074
C 1.9245 3.3650 2.0802 -0.2 0.1 -0.1 0.092
N 1.7891 2.1512 1.6548 0.2 -0.1 0.1 1.319
N 0.8417 1.4304 2.4503 0.2 0.5 0.2 -0.542
B 2.5531 1.3604 0.4828 -0.3 0.2 -0.2 -1.052
N 1.9478 1.6681 -0.9203 -0.1 -0.2 0.1 1.806
C 2.4883 2.5426 -1.7841 0.1 0.1 0.1 -0.440
C 1.8246 2.4602 -2.9819 0.0 0.0 0.1 -1.645
C 0.8534 1.4788 -2.7952 0.0 -0.2 0.0 0.755
C -0.0948 0.9670 -3.8243 0.1 0.0 0.0 -1.229
N 0.9244 0.9976 -1.5462 0.1 0.2 0.0 -0.109
N 2.4226 -0.1137 0.8326 -0.1 0.0 0.0 0.892
C 3.3023 -0.8486 1.5299 0.0 0.0 0.1 -0.345
C 2.8550 -2.1448 1.5686 0.0 0.1 0.0 -1.766
C 1.6472 -2.1331 0.8682 0.0 -0.1 0.0 0.609
C 0.8255 -3.3343 0.5608 -0.1 0.0 0.0 -1.251
N 1.3679 -0.8919 0.4528 0.0 0.1 0.1 -0.104
N 3.9986 1.7838 0.4609 0.2 0.1 0.3 0.770
C 5.0565 1.1006 -0.0399 0.1 0.1 -0.2 -0.447
C 6.1299 1.9512 -0.0814 -0.1 -0.1 0.0 -1.324
C 5.6344 3.1762 0.4066 0.1 0.2 0.0 0.701
C 6.3583 4.4745 0.5566 0.0 0.0 0.0 -1.302
N 4.3550 3.0763 0.7204 0.0 -0.2 0.1 -0.967
H -0.2621 2.2094 5.3719 0.0 0.0 0.0 0.479
H -0.7250 0.8042 4.4043 0.0 0.0 0.0 0.317
H -1.5395 2.3710 4.1704 0.0 0.0 0.0 0.262
H 0.8863 4.4459 3.7779 0.0 0.1 0.0 0.440
H 2.5816 4.0672 1.5951 0.0 0.0 0.0 0.582
H 3.3181 3.1576 -1.4813 0.0 0.0 0.0 0.582
H 2.0180 3.0192 -3.8787 0.0 0.0 0.0 0.521
H 0.1601 1.3989 -4.7896 0.0 0.0 0.0 0.441
H -1.1264 1.2313 -3.6090 0.0 0.0 0.0 0.170
H -0.0514 -0.1168 -3.9046 0.0 0.0 0.0 0.206
H 4.1912 -0.4004 1.9383 0.0 0.0 0.0 0.735
H 3.3337 -2.9952 2.0192 0.0 0.0 0.0 0.534
H 1.4885 -4.1912 0.4516 0.0 0.0 0.0 0.543
H 0.2617 -3.2111 -0.3572 0.1 0.0 0.0 -0.059
H 0.1314 -3.5636 1.3730 0.0 0.0 0.0 0.232
H 4.9681 0.0772 -0.3620 0.0 0.0 0.0 0.585
H 7.1310 1.7234 -0.3999 0.0 0.0 0.0 0.466
H 7.4237 4.3084 0.7044 0.0 0.0 0.0 0.381
H 5.9727 5.0351 1.4054 0.0 0.0 0.0 0.333
H 6.2389 5.0894 -0.3362 0.0 0.0 0.0 0.256
N -1.7636 -0.2177 1.5071 0.8 0.0 0.1 -0.270
C -2.9657 -1.0444 1.7730 0.0 0.0 0.0 -0.335
C -4.2198 -0.3569 1.2786 0.0 0.0 0.1 -1.084
C -4.2507 -0.1320 -0.2312 -0.1 -0.1 -0.1 -0.400
C -3.5927 1.1579 -0.7185 0.0 0.0 0.1 -0.831
N -2.2582 0.9186 -1.3004 0.6 -0.1 0.0 -0.677
H -1.0418 -0.4815 2.1761 0.0 0.0 0.1 0.263
H -1.9580 0.7597 1.7263 -0.1 0.0 0.0 -0.125
H -3.0382 -1.2318 2.8474 0.0 0.0 0.0 0.527
H -2.8510 -2.0085 1.2757 0.0 0.1 0.0 -0.037
H -4.3302 0.5977 1.8045 -0.1 0.0 0.0 0.394
H -5.0747 -0.9661 1.5759 0.0 0.0 0.0 0.495
H -5.2910 -0.1444 -0.5562 0.0 0.1 0.0 0.394
H -3.7704 -0.9779 -0.7327 -0.1 -0.1 0.0 0.039
H -3.4859 1.8767 0.0957 0.0 0.0 0.0 0.283
H -4.2297 1.6347 -1.4667 0.1 0.0 0.0 0.670
H -1.8877 1.8153 -1.6035 -0.1 0.0 -0.1 0.223
H -2.3557 0.3278 -2.1252 0.0 0.1 -0.1 0.250
O -2.0104 -1.3719 -3.1425 0.0 -0.2 0.2 -0.693
C -1.6988 -1.9911 -2.1430 0.2 0.3 0.2 0.142
O -1.0075 -1.4402 -1.1600 0.2 -0.9 -0.3 0.103
C -2.1132 -3.4166 -1.9407 -0.1 0.1 -0.3 0.246
C -2.2490 -3.9863 -0.6810 0.1 0.0 0.0 0.744
C -2.7353 -5.2761 -0.5438 0.0 0.1 -0.1 -1.091
C -3.0604 -5.9692 -1.6931 -0.1 -0.2 0.0 -0.116
C -2.9257 -5.4405 -2.9625 0.1 0.1 0.0 -0.678
C -2.4583 -4.1420 -3.0793 0.0 -0.1 0.0 -0.724
N -3.5836 -7.3531 -1.5539 0.1 0.1 0.0 1.010
O -3.8838 -7.9364 -2.5706 0.0 0.0 0.0 -0.598
O -3.6722 -7.7984 -0.4297 0.0 0.0 0.0 -0.600
H -1.9707 -3.4215 0.1948 0.0 0.0 0.0 0.113
H -2.8655 -5.7445 0.4200 0.0 0.0 0.0 0.544
H -3.1902 -6.0324 -3.8253 0.0 0.0 0.0 0.530
H -2.3586 -3.6787 -4.0506 0.0 0.0 0.0 0.529
F -0.0850 4.2384 0.7177 0.1 0.1 0.0 -0.261
B -1.1774 3.4437 0.4722 0.1 -0.2 0.2 0.332
F -1.7857 3.7000 -0.7173 -0.1 0.0 -0.1 -0.267
F -2.0197 3.3618 1.5611 -0.2 0.0 0.1 -0.329
F -0.6429 2.0035 0.3653 0.6 0.2 0.1 1.239